# 1
Entry from the OMol25 dataset: one molecule with the formula C11H16 at a distorted geometry (the ωB97M-V functional and the def2-TZVPD basis).

Results
**HOMO-LUMO gap**: 8.8 eV
**Largest force on an atom**: 4.688 eV Å⁻¹
**LUMO**: 0.0324 hartree
**Molecular weight**: 148.25 g/mol
**SMILES**: CC1=C=C2C[C@@]2(C)[C@H](C)[C@H]1C
**Calculated total energy**: -428.53149 a.u.
**Energy relative to the best compared isomer or geometry (same formula, charge and spin)**: 3.8941 eV

Structure (ORCA input):
```
! RIJCOSX wB97M-V def2-TZVPD def2/J DEFGRID3
* xyz 0 1
C 0.556 1.566 2.437
C 0.758 0.569 1.336
C 1.659 0.645 0.408
C 1.621 0.142 -0.790
C 1.446 -0.963 -1.771
C 0.273 -0.039 -1.424
C -0.228 0.868 -2.530
C -0.815 -0.477 -0.315
C -1.960 0.599 -0.378
C -0.126 -0.628 1.122
C 0.540 -1.899 1.425
H 1.427 2.368 2.482
H 0.490 1.043 3.385
H -0.517 1.893 2.457
H 1.878 -0.971 -2.747
H 1.228 -1.887 -1.190
H 0.374 0.809 -3.411
H -0.254 1.780 -2.135
H -1.233 0.564 -2.804
H -1.265 -1.373 -0.584
H -1.725 1.608 -0.081
H -2.793 0.224 0.252
H -2.365 0.622 -1.377
H -1.011 -0.363 1.796
H 1.437 -2.022 0.981
H -0.107 -2.753 1.038
H 0.710 -1.925 2.420
*
```



# 2
Entry from the OMol25 dataset: C11H16AlBBr2F4N2O5 as an isolated structure at a distorted geometry (the ωB97M-V functional and the def2-TZVPD basis).

Results
**HOMO-LUMO gap**: 2.1 eV
**Largest force on an atom**: 1.962 eV Å⁻¹
**LUMO**: -0.4783 hartree
**Molecular weight**: 529.85 g/mol
**Calculated total energy**: -6728.49306 a.u.

Structure (ORCA input):
```
! RIJCOSX wB97M-V def2-TZVPD def2/J DEFGRID3
* xyz 2 1
C -2.955 -2.324 -1.980
C -1.695 -2.074 -2.798
Br -2.198 -2.219 -4.652
C -0.998 -0.749 -2.411
Br 0.140 -0.074 -3.787
C -0.205 -0.889 -1.139
C -0.473 -0.244 -0.009
C 0.435 -0.499 1.162
O 0.796 0.398 1.861
C 0.915 -1.883 1.302
C 1.190 -2.542 0.177
O 1.663 -3.797 0.067
C 1.006 -1.795 -1.125
O 1.766 -1.860 -2.038
H -2.900 -1.906 -0.979
H -3.027 -3.406 -1.831
H -3.835 -1.934 -2.493
H -0.994 -2.874 -2.589
H -1.768 -0.010 -2.214
H -1.293 0.450 0.110
H 1.049 -2.324 2.277
H 1.005 -4.449 0.338
Al -4.193 -3.974 -3.305
C 5.189 -0.218 -1.038
O 4.819 -1.232 -1.938
H 6.038 0.308 -1.457
H 4.359 0.494 -0.883
H 5.459 -0.640 -0.058
H 4.065 -1.718 -1.582
C -2.600 2.924 1.703
O -2.098 2.420 0.681
N -3.908 3.105 1.922
N -1.699 3.305 2.651
H -4.275 3.525 2.759
H -4.550 2.833 1.199
H -0.710 3.142 2.442
H -1.929 3.743 3.536
B 1.709 3.806 3.229
F 1.700 5.162 2.958
F 0.695 3.505 4.161
F 1.375 3.096 2.043
F 2.932 3.421 3.728
*
```



# 3
Entry from the OMol25 dataset: C11H16Cl3InNO2P as an isolated structure at a distorted geometry (the ωB97M-V functional and the def2-TZVPD basis).

Results
**HOMO-LUMO gap**: 6.2 eV
**Largest force on an atom**: 11.125 eV Å⁻¹
**LUMO**: -0.3420 hartree
**Molecular weight**: 446.40 g/mol
**Calculated total energy**: -2545.45616 a.u.
**Energy relative to the best compared isomer or geometry (same formula, charge and spin)**: 0.0000 eV

Structure (ORCA input):
```
! RIJCOSX wB97M-V def2-TZVPD def2/J DEFGRID3
* xyz 2 1
C 5.186 2.879 -2.364
C 4.305 2.180 -1.383
H 5.724 2.150 -2.985
H 5.900 3.509 -1.823
H 4.573 3.528 -2.998
O 4.167 0.958 -1.251
Cl 3.408 3.306 -0.347
In 0.428 -0.540 0.353
P -1.088 -0.271 -1.576
C -1.635 -1.690 -2.477
C -2.554 0.610 -1.028
H 0.086 1.725 -2.226
H -0.975 1.078 -3.527
H 0.610 0.312 -3.177
C -0.258 0.814 -2.729
H -2.275 1.513 -0.472
H -3.135 0.891 -1.925
H -2.281 -1.345 -3.305
H -2.209 -2.373 -1.837
H -3.173 -0.025 -0.382
H -0.784 -2.244 -2.895
C 0.320 -2.641 0.007
O 0.269 -3.821 -0.168
Cl 0.420 1.623 0.691
Cl -4.060 -2.289 3.631
C -2.504 -1.605 3.523
C -1.817 -1.191 4.666
C -0.543 -0.643 4.548
C 0.028 -0.522 3.303
N -0.646 -0.921 2.243
C -1.883 -1.460 2.279
H -2.275 -1.302 5.639
H 0.009 -0.320 5.436
H 1.048 -0.089 3.195
H -2.385 -1.784 1.361
*
```



# 4
Entry from the OMol25 dataset: C11H16ClLaO2Pb as an isolated structure at a distorted geometry (the ωB97M-V functional and the def2-TZVPD basis).

Results
**HOMO-LUMO gap**: 3.6 eV
**Largest force on an atom**: 3.434 eV Å⁻¹
**LUMO**: 0.1593 hartree
**Molecular weight**: 561.81 g/mol
**Calculated total energy**: -1263.71508 a.u.

Structure (ORCA input):
```
! RIJCOSX wB97M-V def2-TZVPD def2/J DEFGRID3
* xyz -2 1
La 0.438 -0.479 -3.516
Cl 1.452 1.831 -3.003
C -0.825 0.160 -5.435
C 2.379 -0.623 -4.798
H -0.403 -0.471 -6.234
H -1.877 -0.128 -5.259
H -0.696 1.211 -5.769
H 2.115 -1.087 -5.759
H 3.151 -1.251 -4.313
H 2.730 0.407 -5.036
Pb 0.216 0.480 -0.146
C -1.750 1.398 -0.684
C -0.270 -1.683 -0.179
H -2.109 0.825 -1.554
H -2.422 1.329 0.183
H -1.540 2.443 -0.969
H 0.172 -2.302 0.620
H -1.369 -1.819 -0.146
O -1.141 1.226 2.251
C -0.003 1.026 2.747
O 1.066 0.844 2.039
C 0.252 1.012 4.227
C 1.297 0.217 4.705
C 1.501 0.091 6.079
C 0.687 0.785 6.961
C -0.351 1.591 6.501
C -0.587 1.696 5.127
H 1.970 -0.284 4.010
H 2.296 -0.529 6.466
H 0.855 0.758 8.029
H -0.991 2.163 7.174
H -1.390 2.314 4.714
*
```



# 5
Entry from the OMol25 dataset: C11H16CrN13SSe as an isolated structure at a distorted geometry (the ωB97M-V functional and the def2-TZVPD basis).

Results
**HOMO-LUMO gap (spin up / spin down)**: 5.4 / 5.2 eV
**Largest force on an atom**: 1.491 eV Å⁻¹
**LUMO (spin up / spin down)**: 0.0012 / -0.0077 hartree
**Molecular weight**: 493.36 g/mol
**Calculated total energy**: -4984.70427 a.u.

Structure (ORCA input):
```
! RIJCOSX wB97M-V def2-TZVPD def2/J DEFGRID3
* xyz 0 4
Cr 0.819 0.642 -0.541
C -1.440 -2.420 -2.448
C -0.870 -1.158 -1.889
N 0.271 -1.089 -1.267
N 0.973 -2.239 -1.109
C 2.097 -2.119 -0.451
N 2.847 -3.272 -0.331
S 2.695 -0.721 0.353
C -1.543 0.116 -2.015
C -2.721 0.307 -2.737
C -3.236 1.578 -2.876
C -2.572 2.642 -2.274
C -1.425 2.381 -1.555
N -0.918 1.159 -1.420
H -0.731 -3.229 -2.307
H -1.646 -2.310 -3.514
H -2.374 -2.668 -1.939
H 2.739 -3.934 -1.086
H 3.803 -3.088 -0.075
H -3.206 -0.548 -3.189
H -4.134 1.750 -3.454
H -2.925 3.658 -2.376
H -0.873 3.182 -1.083
N 0.380 -3.357 2.114
C 0.098 -2.604 3.182
N 0.136 -3.181 4.402
N -0.277 -1.351 3.122
C -0.224 -0.628 2.050
N -0.176 0.099 1.148
H 0.758 -4.283 2.205
H 0.438 -2.935 1.199
H 0.598 -4.060 4.540
H 0.035 -2.567 5.190
N 0.387 4.779 2.688
N 0.970 3.990 1.731
N 2.161 4.235 1.240
C 2.318 3.216 0.414
N 1.265 2.387 0.457
N 0.398 2.904 1.304
H 0.549 5.754 2.482
H -0.593 4.547 2.748
H 3.167 3.063 -0.230
Se 1.984 1.372 -2.404
*
```



# 6
Entry from the OMol25 dataset: a 3-piece molecular cluster, C11H16F2INO8PS overall (the ωB97M-V functional and the def2-TZVPD basis).

Results
**HOMO-LUMO gap**: 8.3 eV
**Largest force on an atom**: 0.585 eV Å⁻¹
**LUMO**: -0.1424 hartree
**Molecular weight**: 518.19 g/mol
**Calculated total energy**: -2322.21766 a.u.

Structure (ORCA input):
```
! RIJCOSX wB97M-V def2-TZVPD def2/J DEFGRID3
* xyz 1 1
C 3.791 -0.933 -4.402
O 2.389 -0.808 -4.174
C 1.971 -1.224 -2.917
C 0.823 -0.366 -2.486
N 0.395 -0.333 -1.257
C -0.821 0.475 -1.029
C -0.695 1.551 -2.085
P 0.684 2.759 -1.648
O 0.050 3.125 -0.182
I -0.031 4.594 -3.069
S -0.024 0.649 -3.550
H 4.151 -1.925 -4.124
H 3.946 -0.790 -5.465
H 4.337 -0.168 -3.847
H 2.753 -1.113 -2.155
H 1.642 -2.271 -2.932
H 0.834 -0.857 -0.511
H -0.804 0.912 -0.037
H -1.707 -0.149 -1.129
H -1.629 2.049 -2.328
H 0.721 3.588 0.357
C -3.688 -3.883 0.667
C -3.657 -3.733 2.178
O -2.818 -2.592 2.345
C -2.886 -1.846 1.226
O -2.487 -0.727 1.130
O -3.478 -2.531 0.228
F -3.092 -4.789 2.790
H -2.855 -4.504 0.334
H -4.624 -4.264 0.272
H -4.622 -3.524 2.640
C 0.433 2.118 2.865
C 0.835 1.918 4.314
O 2.171 2.384 4.322
C 2.331 3.280 3.316
O 3.249 4.006 3.171
O 1.252 3.223 2.475
F 0.816 0.615 4.669
H 0.708 1.238 2.279
H -0.617 2.352 2.714
H 0.251 2.490 5.036
*
```



# 7
Entry from the OMol25 dataset: a 2-piece molecular cluster, C11H16F2N2 overall at a distorted geometry (the ωB97M-V functional and the def2-TZVPD basis).

Results
**HOMO-LUMO gap**: 9.6 eV
**Largest force on an atom**: 5.355 eV Å⁻¹
**LUMO**: -0.2698 hartree
**Molecular weight**: 214.26 g/mol
**Calculated total energy**: -737.28895 a.u.
**Energy relative to the best compared isomer or geometry (same formula, charge and spin)**: 0.0000 eV

Structure (ORCA input):
```
! RIJCOSX wB97M-V def2-TZVPD def2/J DEFGRID3
* xyz 2 1
C 2.965 0.784 1.567
C 1.997 -0.046 1.953
C 2.708 2.020 0.967
C 0.686 0.301 1.640
C 0.403 1.411 0.884
C -0.090 -1.624 -0.789
C -0.958 -0.144 -1.923
C 0.420 -0.648 -1.866
C -1.290 -1.025 -0.741
C 1.273 3.312 -0.361
C -2.579 -1.398 -0.075
N 1.424 2.295 0.631
N -2.313 -2.774 0.569
F -0.351 -0.530 1.954
F 1.337 0.353 -1.522
H 3.912 0.431 1.887
H 2.073 -0.919 2.537
H 3.346 2.893 0.961
H 0.432 -2.281 -0.009
H -0.539 1.546 0.441
H -1.218 0.959 -1.906
H -1.538 -0.606 -2.729
H 0.936 -1.263 -2.707
H 0.323 3.901 -0.251
H 2.192 3.981 -0.392
H 1.205 2.849 -1.415
H -3.435 -1.512 -0.858
H -2.857 -0.738 0.690
H -1.455 -2.794 0.989
H -2.331 -3.471 -0.192
H -3.068 -3.129 1.269
*
```



# 8
Entry from the OMol25 dataset: C11H16FNOS6SiW as an isolated structure at a distorted geometry (the ωB97M-V functional and the def2-TZVPD basis).

Results
**HOMO-LUMO gap (spin up / spin down)**: 6.7 / 7.6 eV
**Largest force on an atom**: 1.035 eV Å⁻¹
**LUMO (spin up / spin down)**: -0.0201 / -0.0130 hartree
**Molecular weight**: 601.58 g/mol
**Calculated total energy**: -3404.45022 a.u.
**Energy relative to the best compared isomer or geometry (same formula, charge and spin)**: 0.1843 eV

Structure (ORCA input):
```
! RIJCOSX wB97M-V def2-TZVPD def2/J DEFGRID3
* xyz 0 3
W 1.199 -0.126 1.466
C 0.045 -0.498 -3.202
Si 0.930 0.372 -1.822
C 2.760 0.043 -1.896
C 0.587 2.200 -1.968
N 0.304 -0.297 -0.273
C -0.670 -1.349 -0.363
C -2.034 -1.101 -0.282
C -2.956 -2.136 -0.354
C -2.522 -3.443 -0.522
C -1.164 -3.713 -0.628
C -0.270 -2.666 -0.554
F 1.045 -2.936 -0.702
H 0.553 -0.294 -4.149
H -0.981 -0.129 -3.284
H 0.007 -1.581 -3.069
H 3.275 0.725 -2.575
H 2.955 -0.981 -2.222
H 3.218 0.165 -0.909
H 0.214 2.422 -2.970
H 1.478 2.805 -1.797
H -0.169 2.517 -1.246
H -2.360 -0.076 -0.149
H -4.013 -1.920 -0.277
H -3.236 -4.255 -0.573
H -0.789 -4.718 -0.767
S 0.371 -2.171 2.588
S 1.340 -1.738 4.382
S 2.348 -0.045 3.756
S 3.490 -0.646 2.181
C -1.336 3.907 3.262
O -0.117 3.752 2.511
C 0.271 2.542 2.194
S 1.697 2.359 1.309
S -0.602 1.131 2.585
H -1.413 4.971 3.460
H -1.274 3.344 4.191
H -2.182 3.565 2.669
*
```